Molecular formula: C3H2F3N
Method: DFT, wB97M-V/def2-TZVPD

The value obtained for the HOMO energy is -9.7 eV. The HOMO-LUMO gap is 10.2 eV. The value obtained for the LUMO energy is 0.5 eV.

The geometry in XYZ format:
```
9
C3H2F3N, DFT wB97M-V/def2-TZVPD
C -0.134 0.790 0.861
C 0.590 1.100 -0.355
C 2.547 0.221 -0.153
N -0.446 0.045 -0.078
F 3.310 0.791 -1.098
F 2.948 0.415 1.127
F 2.588 -1.097 -0.368
H 0.037 0.841 1.900
H 0.727 1.792 -1.106
```

Mulliken population analysis, charges in e, atoms 1 to 2: C 0.0500; C -0.2771